## A
{
  "formula": "C6H13NO3",
  "method": "the ωB97M-V functional and the def2-TZVPD basis",
  "symbols": ["C", "C", "N", "C", "C", "C", "C", "H", "H", "H", "H", "H", "H", "H", "H", "H", "O", "H", "H", "O", "H", "H", "O"],
  "coordinates": [[0.4002, -0.8846, 1.8869], [-0.9906, -0.8924, 1.6622], [-1.2062, -0.1246, 0.4925], [-0.0087, 0.5554, 0.1729], [1.0079, 0.1011, 1.0515], [-0.8810, 1.8610, -1.7817], [-0.0581, 1.6884, -0.7760], [1.0073, -1.4815, 2.5159], [-1.7076, -1.4408, 2.2400], [-1.9780, -0.0650, -0.0609], [2.0472, 0.4236, 1.1758], [-1.3535, 1.1638, -2.4146], [-1.1617, 2.8935, -2.2275], [0.5257, 2.4477, -0.2997], [0.7182, -2.2692, -1.2644], [0.3802, -3.5355, -0.2728], [0.9628, -3.1979, -1.0599], [-0.7291, 3.0060, 1.0992], [-0.9173, 1.7692, 1.9394], [-1.0524, 2.6236, 1.8589], [0.8559, -1.3644, -3.0455], [1.3922, -0.6531, -1.8763], [1.6578, -1.2502, -2.5803]],
  "mulliken_charge": [-0.227, -0.796, 0.099, -0.305, -0.037, -0.959, -0.288, 0.434, 0.424, 0.097, 0.408, 0.321, 0.175, 0.537, 0.298, 0.322, -0.605, 0.310, 0.394, -0.584, 0.332, 0.345, -0.694],
  "lumo_energy_ha": 0.0127,
  "homo_lumo_gap_ev": 9.0,
  "multiplicity": 1,
  "smiles": "C=Cc1ccc[nH]1.O.O.O"
}



## B
{
  "formula": "C6H13NO3",
  "method": "the ωB97M-V functional and the def2-TZVPD basis",
  "symbols": ["C", "C", "C", "C", "C", "O", "C", "N", "O", "H", "H", "H", "H", "H", "H", "H", "H", "H", "H", "H", "H", "O", "H"],
  "coordinates": [[0.8463, -0.5924, 1.3924], [0.0927, -0.1358, 0.1578], [-1.3697, -0.5063, 0.0464], [-1.0113, 0.9117, 0.3303], [-1.3288, 1.5463, 1.6602], [-0.4349, 2.5886, 1.9988], [0.9054, -0.0577, -1.0959], [0.1317, -1.2409, -2.5964], [1.2337, 0.9996, -1.6089], [0.1943, -0.6536, 2.2714], [1.1906, -1.6283, 1.2779], [1.6899, 0.0720, 1.6235], [-1.8636, -0.6970, -0.9054], [-1.7764, -1.1051, 0.8631], [-1.1355, 1.6030, -0.5064], [-2.3268, 2.0028, 1.6056], [-1.3679, 0.7859, 2.4567], [0.4509, 2.2262, 2.0914], [-0.8536, -1.0033, -2.5600], [0.3726, -1.1031, -3.5733], [1.1996, -1.8922, -2.2359], [2.1961, -1.2885, -1.1663], [2.9650, -0.8317, -1.5271]],
  "mulliken_charge": [-1.716, 1.434, -1.016, 0.041, -0.771, -0.512, 0.436, -0.761, -0.566, 0.416, 0.370, 0.368, 0.157, 0.280, 0.345, 0.364, 0.294, 0.330, 0.216, 0.240, 0.459, -0.720, 0.311],
  "lumo_energy_ha": 0.0243,
  "homo_lumo_gap_ev": 10.0,
  "multiplicity": 1
}



## C
{
  "formula": "C6H13NO3",
  "method": "the ωB97M-V functional and the def2-TZVPD basis",
  "symbols": ["C", "C", "C", "C", "C", "N", "C", "O", "O", "O", "H", "H", "H", "H", "H", "H", "H", "H", "H", "H", "H", "H", "H"],
  "coordinates": [[-1.0474, 0.4063, 0.1641], [-0.2849, -0.8007, -1.3334], [0.7810, -0.5775, 1.4298], [1.0017, -0.3630, -1.9682], [-0.3951, -2.2437, -0.9451], [0.1644, 0.5347, 0.7290], [-0.0428, 2.0042, 2.0265], [-1.5829, 1.4590, -0.4854], [-0.6382, 3.0718, 1.3454], [0.7173, 2.2528, 2.9274], [-1.1888, 2.2868, -0.1222], [-0.2012, 3.8860, 1.6693], [-1.8136, -0.2107, 0.6441], [-1.1369, -0.4882, -1.9373], [1.5977, -0.9841, 0.8335], [0.0610, -1.3324, 1.7647], [1.2760, -0.2058, 2.3296], [1.8746, -0.6364, -1.3724], [-1.2965, -2.4459, -0.3616], [1.0182, 0.7143, -2.1392], [1.1203, -0.8600, -2.9420], [-0.4670, -2.8637, -1.8509], [0.4832, -2.6039, -0.4058]],
  "mulliken_charge": [-0.003, 0.320, -0.934, -1.258, -1.299, -0.230, 0.530, -0.534, -0.519, -0.496, 0.431, 0.326, 0.395, 0.336, 0.230, 0.311, 0.403, 0.231, 0.322, 0.329, 0.414, 0.428, 0.265],
  "lumo_energy_ha": [-0.0045, -0.0044],
  "homo_lumo_gap_ev": [7.5, 7.5],
  "multiplicity": 1
}



## D
{
  "formula": "C6H13NO3",
  "method": "the ωB97M-V functional and the def2-TZVPD basis",
  "symbols": ["C", "C", "C", "O", "N", "C", "C", "C", "O", "H", "H", "H", "H", "H", "H", "H", "H", "H", "H", "H", "H", "O", "H"],
  "coordinates": [[0.1140, 0.3889, -2.2757], [-0.2843, -0.4732, -1.0822], [0.5450, -1.7601, -1.0061], [1.9272, -1.5196, -0.8694], [-0.2195, 0.2275, 0.1908], [0.7549, 1.2712, 0.5275], [-0.1693, 1.8349, 1.6278], [-1.2332, 0.8237, 1.2321], [-2.4465, 0.7786, 1.1904], [-0.0347, -0.1661, -3.2120], [-0.4920, 1.3038, -2.3157], [1.1723, 0.6787, -2.2107], [-1.3329, -0.7875, -1.2115], [0.1722, -2.3716, -0.1683], [0.3913, -2.3395, -1.9289], [2.1396, -1.4592, 0.0747], [1.6999, 0.8370, 0.8829], [0.9578, 2.0208, -0.2487], [0.2010, 1.6960, 2.6507], [-0.4932, 2.8693, 1.4558], [-0.4500, -1.1614, 1.6177], [-1.0537, -1.0919, 2.5894], [-1.8660, -1.6002, 2.4897]],
  "mulliken_charge": [-1.622, 0.475, -0.823, -0.565, 0.065, -0.795, -0.380, 0.589, -0.616, 0.416, 0.381, 0.400, 0.258, 0.365, 0.433, 0.325, 0.230, 0.331, 0.268, 0.294, 0.369, -0.702, 0.304],
  "lumo_energy_ha": 0.0222,
  "homo_lumo_gap_ev": 9.7,
  "multiplicity": 1,
  "smiles": "C[C@@H](CO)N1CCC1=O.O"
}



Stability, descending: D, A, C, B